This record from the OMol25 dataset describes the molecule C24H28F2N2O3 at a distorted geometry. The level of theory is the ωB97M-V functional and the def2-TZVPD basis.

Element x y z (Å)
O (-3.630, -1.993, -1.202)
C (-3.707, -0.999, -0.499)
C (-2.546, -0.075, -0.325)
C (-2.028, 0.228, 0.932)
C (-0.887, 0.991, 1.048)
C (-0.238, 1.482, -0.089)
O (0.875, 2.215, 0.152)
C (1.734, 2.595, -0.915)
C (2.803, 3.493, -0.292)
C (3.660, 2.719, 0.725)
N (3.950, 1.340, 0.345)
C (3.217, 0.352, 1.136)
C (3.636, -1.045, 0.770)
C (4.959, -1.428, 0.942)
C (5.386, -2.701, 0.611)
C (4.480, -3.613, 0.103)
C (3.155, -3.255, -0.081)
C (2.736, -1.976, 0.247)
O (1.412, -1.528, 0.077)
C (0.475, -2.341, -0.421)
F (0.290, -3.459, 0.325)
F (0.774, -2.788, -1.668)
C (3.823, 1.157, -1.084)
C (2.394, 1.386, -1.607)
C (-0.762, 1.191, -1.346)
C (-1.897, 0.408, -1.454)
N (-4.832, -0.690, 0.177)
C (-5.138, 0.558, 0.845)
C (-6.645, 0.707, 0.642)
C (-7.126, -0.741, 0.729)
C (-6.020, -1.515, 0.016)
H (-2.501, -0.164, 1.820)
H (-0.467, 1.220, 2.015)
H (1.153, 3.180, -1.644)
H (2.322, 4.333, 0.209)
H (3.424, 3.887, -1.097)
H (4.617, 3.244, 0.844)
H (3.154, 2.721, 1.691)
H (2.130, 0.446, 1.042)
H (3.488, 0.529, 2.183)
H (5.652, -0.700, 1.335)
H (6.419, -2.980, 0.752)
H (4.796, -4.611, -0.157)
H (2.470, -3.984, -0.482)
H (-0.481, -1.798, -0.471)
H (4.514, 1.859, -1.559)
H (4.148, 0.146, -1.339)
H (2.426, 1.543, -2.686)
H (1.796, 0.495, -1.414)
H (-0.289, 1.556, -2.244)
H (-2.286, 0.159, -2.429)
H (-4.562, 1.382, 0.420)
H (-4.908, 0.485, 1.915)
H (-7.104, 1.353, 1.387)
H (-6.849, 1.112, -0.350)
H (-8.098, -0.891, 0.262)
H (-7.191, -1.048, 1.773)
H (-5.848, -2.507, 0.441)
H (-6.227, -1.643, -1.052)

- Spin multiplicity: 1
- E: -39900.7099 eV
- LUMO level: 0.7 eV
- Total charge: 0
- Structure (SMILES): O=C(c1ccc(OC2CCN(Cc3ccccc3OC(F)F)CC2)cc1)N1CCCC1
- ΔE to the lowest compared entry with this formula, charge and spin: 1.1 kcal/mol
- E_HOMO: -8.251 eV

Mulliken population analysis, charges in e, atoms 1 to 5: -0.70 -0.17 0.27 -0.35 -0.51


This record from the OMol25 dataset describes a cluster of 2 separate species, C24H28F2N3OS in total at a distorted geometry. The level of theory is the ωB97M-V functional and the def2-TZVPD basis.

Element x y z (Å)
C (-0.666, 6.512, -2.919)
C (-0.752, 5.542, -1.908)
C (-0.837, 4.258, -0.849)
C (-1.990, 4.230, 0.317)
C (-1.986, 2.928, 1.360)
C (-3.165, 2.902, 2.502)
C (-4.304, 1.712, 2.214)
C (-5.404, 2.131, 1.070)
C (-5.107, 1.478, -0.422)
N (-4.958, -0.028, -0.417)
C (-0.814, 1.746, 1.195)
C (0.334, 1.743, 0.032)
C (0.303, 3.049, -1.015)
N (1.436, 0.751, -0.192)
C (2.823, 1.333, -0.051)
C (3.397, 1.517, -1.611)
C (4.987, 1.114, -1.762)
C (1.257, -0.570, 0.494)
C (0.268, -0.947, 1.739)
C (0.161, -2.466, 2.428)
C (1.133, -3.702, 1.883)
C (2.169, -3.317, 0.656)
C (3.184, -4.542, 0.140)
C (2.525, -5.259, -1.179)
C (2.259, -6.862, -0.922)
N (1.792, -7.400, 0.422)
O (2.406, -7.752, -1.928)
C (2.234, -1.814, -0.053)
F (3.225, -1.658, -1.158)
S (-0.871, 0.359, 2.457)
H (-0.800, 7.112, -3.941)
H (-2.804, 5.085, 0.458)
H (-2.781, 2.731, 3.602)
H (-3.766, 3.914, 2.462)
H (-3.819, 0.687, 1.921)
H (-4.880, 1.533, 3.241)
H (-5.531, 3.315, 1.025)
H (-6.485, 1.728, 1.377)
H (-4.155, 2.017, -0.890)
H (-6.041, 1.715, -1.125)
H (-5.351, -0.474, 0.445)
H (-3.962, -0.325, -0.551)
H (1.083, 3.204, -1.882)
H (3.563, 0.593, 0.505)
H (2.797, 2.411, 0.409)
H (3.170, 2.582, -2.042)
H (2.765, 0.748, -2.259)
H (5.538, 2.106, -2.132)
H (5.125, 0.337, -2.655)
H (5.451, 0.669, -0.778)
H (-0.585, -2.678, 3.325)
H (1.110, -4.798, 2.354)
H (4.280, -4.129, -0.079)
H (3.334, -5.338, 1.016)
H (1.489, -4.735, -1.374)
H (3.272, -5.161, -2.087)
H (2.168, -8.359, 0.598)
H (0.735, -7.422, 0.448)
F (0.040, 3.947, -3.913)

- Spin multiplicity: 1
- E: -48104.9103 eV
- LUMO level: 1.7 eV
- Total charge: -1
- E_HOMO: -3.734 eV

Mulliken population analysis, charges in e, atoms 1 to 5: -0.39 -0.35 0.44 -0.84 0.22


Among the records above, which one has the lowest E_HOMO? C24H28F2N2O3